No. 1
The following is a quantum chemistry calculation of a molecular structure, C62H48FN2P3SSiTl in a non-equilibrium geometry, from OMol25.

ORCA input file:
```
! RIJCOSX wB97M-V def2-TZVPD def2/J DEFGRID3
* xyz -2 2
Tl 1.392 -1.247 -0.538
C 0.797 -1.977 5.706
C 1.461 -0.815 5.947
C 1.474 0.176 4.985
C 0.979 -0.035 3.710
C 0.269 -1.240 3.452
C 0.216 -2.222 4.437
P 1.127 1.392 2.537
C 2.418 0.912 1.369
C 3.355 1.040 -0.753
C 4.597 0.510 -0.828
C 5.324 0.693 0.505
C 4.662 -0.265 1.504
C 3.299 -0.173 1.796
C -0.763 1.405 2.125
C -1.372 1.766 3.356
C -2.663 2.256 3.386
C -3.337 2.236 2.178
C -2.812 1.775 0.988
C -1.447 1.442 0.905
Si -0.567 1.132 -0.818
C -1.044 2.836 -1.486
C -2.295 3.229 -1.997
C -2.626 4.582 -2.150
C -1.664 5.564 -2.000
C -0.417 5.277 -1.495
C -0.135 3.917 -1.216
P 1.536 3.121 -0.397
C 1.535 4.405 0.969
C 2.721 5.009 1.449
C 2.712 5.581 2.723
C 1.545 5.523 3.526
C 0.408 4.910 3.096
C 0.362 4.380 1.799
C 2.543 3.795 -1.811
C 3.835 4.270 -1.652
C 4.678 4.498 -2.722
C 4.239 4.339 -4.013
C 2.938 3.866 -4.233
C 2.094 3.584 -3.162
C -1.894 0.186 -1.917
C -2.007 0.493 -3.254
C -2.722 -0.219 -4.170
C -3.425 -1.354 -3.743
C -3.282 -1.729 -2.400
C -2.504 -1.001 -1.501
P -2.120 -1.661 0.184
C -2.520 -3.472 -0.038
C -3.786 -3.968 0.044
C -4.141 -5.262 -0.207
C -3.169 -6.172 -0.571
C -1.831 -5.722 -0.723
C -1.510 -4.423 -0.374
C -3.571 -1.238 1.218
C -4.688 -0.632 0.764
C -5.765 -0.304 1.577
C -5.724 -0.632 2.945
C -4.605 -1.380 3.388
C -3.530 -1.634 2.553
H 0.700 -2.765 6.405
H 1.676 -0.591 6.993
H 1.992 1.098 5.135
H -0.231 -1.422 2.410
H -0.304 -3.199 4.179
H 2.626 0.819 -1.575
H 4.871 -0.191 -1.650
H 6.416 0.726 0.569
H 5.055 -1.230 1.758
H 2.885 -0.959 2.293
H -0.799 1.685 4.249
H -3.049 2.532 4.321
H -4.439 2.389 2.159
H -3.393 1.862 0.084
H -3.088 2.511 -2.172
H -3.512 4.852 -2.699
H -1.896 6.570 -2.344
H 0.346 6.044 -1.353
H 3.631 5.074 0.815
H 3.589 6.091 3.085
H 1.576 5.994 4.531
H -0.448 4.815 3.712
H -0.497 3.914 1.391
H 4.237 4.414 -0.688
H 5.706 4.900 -2.519
H 4.926 4.538 -4.816
H 2.593 3.649 -5.217
H 1.150 3.148 -3.342
H -1.316 1.263 -3.574
H -2.666 0.086 -5.203
H -3.984 -1.940 -4.441
H -3.750 -2.689 -2.072
H -4.536 -3.227 0.253
H -5.185 -5.592 -0.028
H -3.370 -7.209 -0.680
H -0.996 -6.375 -0.879
H -0.471 -4.043 -0.436
H -4.737 -0.272 -0.290
H -6.487 0.372 1.131
H -6.509 -0.400 3.682
H -4.591 -1.597 4.432
H -2.661 -2.130 2.927
S 4.792 2.373 1.007
C 3.041 1.956 0.349
F 2.186 -1.264 -2.609
N 2.015 -7.112 -1.360
C 2.521 -6.182 -0.488
N 2.898 -5.063 -1.149
C 2.513 -5.254 -2.470
C 2.475 -4.260 -3.461
C 2.022 -4.769 -4.675
C 1.510 -6.031 -4.896
C 1.448 -6.912 -3.873
C 1.980 -6.527 -2.652
H 1.424 -7.877 -1.097
H 2.665 -6.354 0.591
H 2.685 -3.198 -3.247
H 2.107 -4.106 -5.547
H 1.172 -6.401 -5.897
H 0.910 -7.859 -4.016
*
```

Summary:
ΔE to the lowest compared entry with this formula, charge and spin: 6.8388 eV
LUMO (spin up / spin down): 3.8 / 3.7 eV

No. 2
The following is a quantum chemistry calculation of a molecular structure, C62H48GaN3O5P2S4 in a non-equilibrium geometry, from OMol25.

ORCA input file:
```
! RIJCOSX wB97M-V def2-TZVPD def2/J DEFGRID3
* xyz 0 1
Ga 0.776 -0.759 0.002
O 0.403 2.973 -0.342
S -0.671 2.040 -0.001
C -2.109 2.776 -0.890
C -2.649 3.968 -0.470
C -3.635 4.672 -1.180
C -4.086 4.138 -2.352
C -5.072 4.645 -3.362
C -5.155 3.529 -4.430
C -4.140 2.510 -4.003
C -3.721 1.346 -4.579
C -2.695 0.627 -3.952
C -2.095 1.013 -2.768
P -0.637 0.025 -2.240
C -0.869 -1.517 -3.215
C -1.872 -2.385 -2.782
C -2.059 -3.606 -3.400
C -1.237 -3.988 -4.447
C -0.248 -3.126 -4.888
C -0.066 -1.895 -4.285
C 0.682 0.856 -3.169
C 1.924 0.222 -3.197
C 2.966 0.772 -3.916
C 2.781 1.963 -4.601
C 1.556 2.606 -4.557
C 0.506 2.058 -3.841
C -2.546 2.193 -2.108
C -3.557 2.909 -2.787
C -1.219 2.566 1.645
C -0.821 3.817 2.049
C -1.368 4.481 3.161
C -2.396 3.867 3.820
C -3.312 4.333 4.915
C -4.274 3.148 5.162
C -3.761 2.045 4.284
C -4.125 0.733 4.150
C -3.455 -0.049 3.200
C -2.497 0.453 2.337
P -1.705 -0.762 1.209
C -1.008 -1.940 2.410
C -0.402 -1.442 3.561
C 0.263 -2.296 4.423
C 0.345 -3.648 4.134
C -0.229 -4.144 2.975
C -0.890 -3.295 2.105
C -3.243 -1.547 0.596
C -3.829 -2.686 1.134
C -5.017 -3.166 0.610
C -5.637 -2.511 -0.441
C -5.068 -1.364 -0.970
C -3.878 -0.887 -0.453
C -2.119 1.815 2.433
C -2.734 2.547 3.469
H -2.292 4.412 0.445
H -4.001 5.613 -0.796
H -4.708 5.579 -3.796
H -6.042 4.851 -2.906
H -4.929 3.906 -5.428
H -6.152 3.088 -4.469
H -4.134 0.986 -5.508
H -2.349 -0.271 -4.440
H -2.498 -2.101 -1.948
H -2.837 -4.268 -3.050
H -1.355 -4.959 -4.906
H 0.396 -3.413 -5.706
H 0.711 -1.237 -4.644
H 2.060 -0.714 -2.662
H 3.924 0.274 -3.946
H 3.593 2.391 -5.170
H 1.412 3.537 -5.087
H -0.448 2.565 -3.811
H -0.088 4.321 1.435
H -1.011 5.464 3.426
H -3.850 5.230 4.607
H -2.745 4.581 5.811
H -5.294 3.403 4.865
H -4.309 2.856 6.210
H -4.895 0.290 4.764
H -3.719 -1.095 3.134
H -0.443 -0.380 3.760
H 0.726 -1.906 5.318
H 0.875 -4.313 4.800
H -0.154 -5.194 2.734
H -1.296 -3.688 1.183
H -3.368 -3.207 1.960
H -5.458 -4.062 1.021
H -6.563 -2.890 -0.845
H -5.539 -0.848 -1.794
H -3.425 0.005 -0.866
S 0.490 -2.952 -0.945
C 1.882 -3.328 0.032
S 2.443 -2.083 1.101
C 2.463 -4.563 -0.068
C 1.861 -5.573 -0.836
N 1.351 -6.413 -1.432
C 3.674 -4.881 0.569
N 4.674 -5.161 1.060
C -1.583 2.506 7.530
C -0.320 2.522 6.729
C 0.525 3.627 6.743
C 1.732 3.596 6.065
C 2.083 2.461 5.363
C 1.246 1.364 5.308
C 0.042 1.401 5.989
S 3.664 2.404 4.545
O 4.669 2.950 5.408
O 3.876 1.088 4.010
N 3.437 3.539 3.320
C 2.525 3.121 2.279
C 3.076 2.048 1.332
C 2.008 1.168 0.753
O 2.144 0.717 -0.411
O 1.040 0.794 1.462
H -1.919 3.514 7.756
H -1.415 1.986 8.472
H -2.363 1.970 6.997
H 0.244 4.509 7.301
H 2.419 4.427 6.082
H 1.561 0.501 4.743
H -0.624 0.551 5.967
H 4.329 3.878 2.988
H 2.232 4.006 1.709
H 1.645 2.724 2.794
H 3.699 1.364 1.923
H 3.663 2.467 0.517
*
```

Summary:
LUMO: -0.4 eV